DFT (ωB97M-V/def2-TZVPD) results for a gas-phase ion, C4H6N5O6 (charge +1) in a non-equilibrium geometry.

The geometry in XYZ format:
```
21
Properties=species:S:1:pos:R:3:nbo_charge:R:1
C 1.4328 -0.1090 -0.3497 0.294
C 0.7533 -0.1696 0.9829 -0.260
C -0.7153 -0.2172 0.7036 -0.011
C -2.0688 0.4736 -1.3995 -0.477
N -0.8669 0.2326 -0.6763 -0.069
N 0.2582 0.1781 -1.2839 -0.189
N 2.8352 -0.2990 -0.7273 0.471
N 1.0758 1.3058 1.7861 0.583
N -1.3464 -1.5607 0.8637 0.519
O 3.6756 -0.6668 0.0674 -0.259
O 3.1094 0.0017 -1.8989 -0.335
O 2.1627 1.7284 1.7220 -0.249
O 0.0752 1.6856 2.3423 -0.331
O -2.3028 -1.7795 0.1378 -0.341
O -0.8999 -2.2780 1.7380 -0.293
H 1.0945 -0.8583 1.6726 0.309
H -1.3744 0.4051 1.4265 0.336
H -2.3998 -0.5523 -1.6382 0.272
H -2.9875 0.9506 -0.8843 0.289
H -1.9380 1.0428 -2.3190 0.251
H 0.4270 0.4861 -2.2658 0.491
```

As for the highest occupied orbital energy (alpha / beta): -14.651 / -14.850 eV. The value obtained for the calculated total energy is -880.52458 Eh. As for the SMILES: CN1[NH+]=C([N+](=O)[O-])[C@@H]([N+](=O)[O-])[C@@H]1[N+](=O)[O-]. The energy above the lowest of the compared OMol25 structures with the same formula, charge and spin comes out at 158.7 kcal/mol. For the molecular weight, the calculation gives 220.1 g mol⁻¹. Its total charge is +1. For the max |F|, the calculation gives 7.24 eV/Å. For the lowest unoccupied orbital energy (alpha / beta), the calculation gives -6.9186 / -7.1623 eV. Its HOMO-LUMO gap (alpha / beta) is 0.28417 / 0.28253 Ha.